{
  "formula": "C31H56Cl20NO8P",
  "method": "the ωB97M-V functional and the def2-TZVPD basis",
  "elements": ["C", "C", "O", "P", "O", "C", "C", "C", "C", "C", "O", "N", "O", "C", "O", "O", "C", "O", "O", "C", "C", "H", "H", "H", "H", "H", "H", "H", "H", "H", "H", "H", "H", "H", "H", "H", "H", "Cl", "C", "C", "Cl", "H", "H", "H", "H", "Cl", "C", "C", "Cl", "H", "H", "H", "H", "Cl", "C", "C", "Cl", "H", "H", "H", "H", "Cl", "C", "C", "Cl", "H", "H", "H", "H", "Cl", "C", "C", "Cl", "H", "H", "H", "H", "Cl", "C", "C", "Cl", "H", "H", "H", "H", "Cl", "C", "C", "Cl", "H", "H", "H", "H", "Cl", "C", "C", "Cl", "H", "H", "H", "H", "Cl", "C", "C", "Cl", "H", "H", "H", "H", "Cl", "C", "C", "Cl", "H", "H", "H", "H"],
  "coordinates": [[3.7178, -0.0578, 1.2612], [3.5775, 1.3802, 1.7349], [4.1653, 2.3615, 0.8467], [3.7063, 2.6096, -0.6483], [4.3137, 3.8541, -1.1622], [1.9012, 2.7447, -0.7746], [1.1124, 1.4473, -0.5610], [-0.2776, 1.4303, -1.0844], [-1.1728, 2.3645, -1.4327], [-1.1174, 3.8601, -1.3750], [-1.4015, 4.2410, -0.0163], [-0.4298, 5.1366, 0.4778], [-0.4101, 5.1124, 1.6409], [-2.4029, 1.6680, -1.8954], [-3.4831, 2.0814, -2.1069], [-2.1065, 0.2995, -1.9950], [-0.9627, 0.1092, -1.2606], [-0.6280, -0.9285, -0.7984], [4.1250, 1.3160, -1.4771], [3.7401, 1.2792, -2.8769], [4.7355, 0.3918, -3.6120], [2.9724, -0.3508, 0.5202], [3.6986, -0.7458, 2.1068], [4.6900, -0.1605, 0.7689], [4.1384, 1.4849, 2.6659], [2.5510, 1.6725, 1.9662], [1.6270, 3.5460, -0.0814], [1.7536, 3.0784, -1.8015], [1.6513, 0.6523, -1.0918], [1.0801, 1.1169, 0.4794], [-1.9083, 4.2745, -2.0071], [-0.1719, 4.2807, -1.7213], [2.7475, 0.8186, -2.9442], [3.7022, 2.2891, -3.2936], [4.2744, -0.0176, -4.5131], [5.6399, 0.9526, -3.8737], [5.0473, -0.4248, -2.9623], [0.8846, 8.0343, -1.9892], [2.5153, 7.3314, -1.8074], [2.9488, 6.5738, -3.0358], [2.0052, 5.0767, -3.2547], [2.5094, 6.7019, -0.9218], [3.1998, 8.1616, -1.6400], [3.9884, 6.2728, -2.9300], [2.8398, 7.1808, -3.9261], [6.5800, -1.8725, -0.9174], [6.1496, -3.5472, -1.3541], [6.3639, -3.8242, -2.8198], [5.2143, -2.9215, -3.8405], [5.1125, -3.7076, -1.0702], [6.7826, -4.2059, -0.7621], [6.2069, -4.8834, -3.0168], [7.3691, -3.5558, -3.1345], [4.2872, 6.0625, -5.9079], [5.9222, 5.3626, -5.7657], [6.3550, 4.6791, -7.0365], [5.4112, 3.2073, -7.3744], [5.9153, 4.6805, -4.9186], [6.6057, 6.1824, -5.5503], [7.3980, 4.3792, -6.9493], [6.2499, 5.3416, -7.8918], [-1.1414, -5.0365, 1.6916], [-1.0497, -3.8390, 0.3693], [-0.4267, -4.3630, -0.8942], [1.3124, -4.7078, -0.7035], [-0.4874, -2.9952, 0.7495], [-2.0697, -3.5162, 0.1642], [-0.5170, -3.6068, -1.6706], [-0.9098, -5.2749, -1.2374], [-2.6142, -2.8906, 5.3967], [-3.6910, -3.3753, 4.0575], [-4.9870, -3.9853, 4.5152], [-4.7487, -5.5803, 5.2775], [-3.1155, -4.0520, 3.4308], [-3.8960, -2.4689, 3.4886], [-5.6385, -4.1429, 3.6589], [-5.4991, -3.3488, 5.2326], [0.6974, 11.2271, 2.7508], [-0.2222, 10.1729, 1.6448], [0.0725, 8.7129, 1.8709], [1.7309, 8.2845, 1.3901], [0.0174, 10.4682, 0.6265], [-1.2784, 10.3631, 1.8283], [-0.6003, 8.1114, 1.2621], [-0.0545, 8.4354, 2.9141], [-0.1716, 0.9645, 2.6078], [-1.2357, 0.4436, 3.9478], [-0.6838, 0.8159, 5.2981], [0.7873, -0.1024, 5.7080], [-1.3757, -0.6305, 3.8577], [-2.1944, 0.9367, 3.7952], [-1.4252, 0.5898, 6.0626], [-0.4394, 1.8741, 5.3477], [-8.0064, -5.1509, 2.7968], [-8.1590, -6.9164, 3.0334], [-7.1162, -7.6746, 2.2544], [-7.3845, -7.5709, 0.4934], [-9.1671, -7.2030, 2.7476], [-8.0294, -7.1028, 4.0963], [-7.1541, -8.7288, 2.5214], [-6.1182, -7.2978, 2.4645], [1.6385, -1.1137, -3.0184], [0.7332, -1.0646, -4.5558], [-0.5908, -1.7794, -4.4541], [-0.3890, -3.5431, -4.2645], [1.3630, -1.5023, -5.3259], [0.5625, -0.0161, -4.7943], [-1.1666, -1.6208, -5.3641], [-1.1700, -1.4165, -3.6075], [-8.0392, -9.2425, 7.5852], [-9.7096, -9.5530, 7.0497], [-9.7601, -10.4654, 5.8516], [-9.0934, -9.6826, 4.3931], [-10.1734, -8.5935, 6.8355], [-10.2340, -10.0187, 7.8824], [-10.7938, -10.7252, 5.6306], [-9.1977, -11.3793, 6.0223]],
  "smiles": "CCOP(=O)(CCC1=C(CON=O)C(=O)OC1=O)OCC.ClCCCl.ClCCCl.ClCCCl.ClCCCl.ClCCCl.ClCCCl.ClCCCl.ClCCCl.ClCCCl.ClCCCl",
  "homo_lumo_gap_ev": 9.17,
  "mol_weight_g_mol": 1310.82,
  "e_homo_ev": -10.2
}